1.
Computed, not measured: a molecular structure, C2H6NO3, with wB97M-V/def2-TZVPD.

F_max ... 0.0332 hartree/bohr
LUMO ... 3.917 eV
Relative energy (zero: lowest compared OMol25 entry of this formula, charge and spin) ... 315.46 kJ/mol
Net charge ... -1
Orbital gap ... 8.50 eV
Energy ... -360.25107 Ha

The geometry in XYZ format:
```
12
Properties=species:S:1:pos:R:3:forces:R:3
C -1.052841 2.409574 -0.300234 -0.30 0.28 0.40
C 3.267582 -0.587771 -0.279048 0.16 1.21 -1.19
N -0.118300 1.562510 -0.314076 0.88 -0.71 -0.23
O 0.364942 1.113839 0.873396 -0.15 0.10 -0.22
O 2.275369 -0.584484 0.476979 -1.00 0.00 0.80
O 4.241364 -1.328503 -0.275505 0.61 -0.55 0.02
H -5.516874 -4.303486 0.691752 0.91 -0.37 -0.70
H -1.528417 2.822561 0.590173 0.17 -0.14 0.18
H -1.397235 2.753215 -1.264577 -0.03 -0.02 -0.13
H 3.255860 0.237194 -1.090338 -0.02 -0.52 0.51
H 1.135676 0.445685 0.648646 -0.32 0.35 -0.14
H -4.927130 -4.540336 0.242833 -0.91 0.37 0.70
```
Positions in Å, forces in eV/Å.



2.
Computed, not measured: 2 unconnected molecules or ions with the total composition C2H6NO3, with wB97M-V/def2-TZVPD.

F_max ... 0.0624 hartree/bohr
LUMO ... -4.231 eV
Relative energy (zero: lowest compared OMol25 entry of this formula, charge and spin) ... 433.68 kJ/mol
Net charge ... +1
Orbital gap ... 9.70 eV
Energy ... -359.87123 Ha

The geometry in XYZ format:
```
12
Properties=species:S:1:pos:R:3:forces:R:3
C 0.957042 1.420996 0.223780 -0.28 1.40 2.47
C -0.329219 -1.195891 0.619762 0.99 -0.71 1.06
N 0.690245 0.869899 -1.107098 -2.73 -1.66 0.29
O -0.080783 2.153800 0.506372 -0.25 0.12 0.01
O -0.286058 -2.350568 1.259045 -1.96 0.51 -2.25
O -1.153954 -1.300909 -0.379123 0.53 2.13 -0.31
H -0.232092 0.217240 -0.996062 2.62 0.94 -0.36
H 0.298986 1.588664 -1.717501 0.78 0.27 -0.70
H 1.564856 0.357624 -1.353657 -1.16 0.44 -0.55
H -0.163598 2.652342 1.385420 1.03 -1.25 -1.43
H 0.347879 -2.301226 1.925269 1.77 0.11 2.09
H -1.613304 -2.111969 -0.366210 -1.34 -2.29 -0.33
```
Positions in Å, forces in eV/Å.



3.
Computed, not measured: a molecular structure, C2H6NO3, with wB97M-V/def2-TZVPD.

F_max ... 0.0791 hartree/bohr
LUMO ... -4.227 eV
Relative energy (zero: lowest compared OMol25 entry of this formula, charge and spin) ... 188.61 kJ/mol
Net charge ... +1
Orbital gap ... 11.46 eV
Energy ... -359.96457 Ha

The geometry in XYZ format:
```
12
Properties=species:S:1:pos:R:3:forces:R:3
C 0.835268 0.217655 -0.361096 1.39 0.16 1.17
C -1.023221 0.348854 0.028122 3.14 -0.48 -0.14
N -1.469703 -0.833295 0.372192 -1.21 1.76 -0.40
O 0.980470 -1.145212 -0.128600 0.73 -0.22 -0.93
O -1.729739 1.436606 -0.017763 1.44 1.43 -1.73
O 1.939510 0.842625 0.356457 -3.13 0.86 -2.46
H 1.013237 0.630927 -1.380409 -0.81 -0.59 0.47
H 1.938322 -1.427188 -0.228630 -1.54 0.61 -0.02
H -2.441193 -1.105461 0.552880 0.27 0.66 -0.04
H -0.834775 -1.583950 0.217199 0.83 -0.62 0.20
H -1.272129 2.240532 -0.566731 -1.24 -2.75 2.06
H 2.063957 0.377912 1.156374 0.12 -0.81 1.82
```
Positions in Å, forces in eV/Å.



4.
Computed, not measured: a gas-phase ion, C2H6NO3P2 (charge +1), with wB97M-V/def2-TZVPD.

Multiplicity ... 3
F_max ... 0.0564 hartree/bohr
LUMO (alpha / beta) ... -3.380 / -7.795 eV
Net charge ... +1
Orbital gap (alpha / beta) ... 8.43 / 6.39 eV
Energy ... -1042.66377 Ha

The geometry in XYZ format:
```
14
Properties=species:S:1:pos:R:3:forces:R:3
C -0.493065 -2.835434 -0.588007 -1.27 -0.93 0.10
C 0.244376 -1.727276 -0.478570 0.39 -0.34 -0.02
N 0.684800 3.220788 0.609314 0.97 -1.78 0.05
O -0.863823 1.840265 -0.983594 0.34 -0.19 -0.55
O 0.630695 0.556701 0.728372 1.43 2.52 0.09
O -1.476474 -3.015127 0.371651 1.05 -1.37 -1.66
P 0.585005 1.687362 -0.821797 -0.85 0.49 0.49
P 0.064964 -0.806147 1.021261 -0.85 -1.58 -0.41
H -0.405817 -3.600355 -1.415204 -0.18 1.08 0.99
H 1.052516 -1.407862 -1.142821 -0.22 -0.28 0.28
H -0.309257 3.355229 0.542717 -0.48 0.67 0.29
H 0.897289 2.564484 1.387010 -0.09 1.28 -0.21
H 1.262010 4.066083 0.578225 -0.32 -0.41 0.08
H -1.873220 -3.898711 0.191443 0.04 0.85 0.49
```
Positions in Å, forces in eV/Å.



5.
Computed, not measured: 2 unconnected molecules or ions with the total composition C2H6NO3S, with wB97M-V/def2-TZVPD.

F_max ... 0.0827 hartree/bohr
LUMO (alpha / beta) ... 3.660 / 3.650 eV
Relative energy (zero: lowest compared OMol25 entry of this formula, charge and spin) ... 421.61 kJ/mol
Net charge ... -1
Orbital gap (alpha / beta) ... 5.28 / 7.80 eV
Energy ... -758.38384 Ha

The geometry in XYZ format:
```
13
Properties=species:S:1:pos:R:3:forces:R:3
C -0.714387 0.108703 0.899618 -1.57 2.60 -2.97
C 1.702337 -0.430338 0.829243 -0.03 -0.70 -0.06
N 0.273211 -0.824258 1.019067 3.27 -1.88 0.50
O -2.302393 1.864588 -2.092293 -1.49 2.86 0.76
O -0.719407 0.683423 -3.564366 0.14 0.04 0.17
O 0.055940 -2.072987 0.773442 -0.40 0.40 0.19
S -1.606947 0.636520 -2.363390 1.20 -2.94 -1.11
H -0.932266 0.170598 -0.373543 0.32 0.37 2.58
H -1.689762 -0.233822 1.324231 0.95 0.55 -0.03
H -0.291016 1.149902 1.191412 -1.19 -1.76 -0.20
H 2.267122 -1.398175 0.931663 -0.51 1.14 -0.34
H 1.878901 0.069062 -0.150383 -0.29 -0.60 0.30
H 2.078666 0.276784 1.575299 -0.41 -0.08 0.21
```
Positions in Å, forces in eV/Å.



6.
Computed, not measured: 2 unconnected molecules or ions with the total composition C2H6NO6, with wB97M-V/def2-TZVPD.

F_max ... 0.0886 hartree/bohr
LUMO ... 3.659 eV
Relative energy (zero: lowest compared OMol25 entry of this formula, charge and spin) ... 70.69 kJ/mol
Net charge ... -1
Orbital gap ... 8.23 eV
Energy ... -586.00570 Ha

The geometry in XYZ format:
```
15
Properties=species:S:1:pos:R:3:forces:R:3
C -0.826222 0.470702 -1.227680 -1.00 0.53 -1.72
C 0.605985 0.536068 -0.884206 3.69 -0.30 -1.08
N -1.431660 -0.007307 -0.205589 -4.49 0.32 -0.69
O -2.840220 -0.138619 -0.242656 0.16 0.38 -1.84
O 0.816226 -1.579237 1.847568 -0.38 0.92 2.60
O -1.402256 0.808592 -2.291791 0.30 -0.28 0.96
O 1.203623 1.209785 -2.059448 0.65 -0.42 1.51
O 0.628887 1.482450 0.200276 -3.79 0.55 -1.68
O 1.140190 -0.644121 -0.623575 -0.32 0.99 -0.08
H -1.006254 -0.458267 0.522052 1.28 -1.34 2.20
H 0.875846 -0.730583 2.415018 0.13 -2.04 -2.27
H -3.032712 0.145666 -1.211567 0.63 -0.52 1.86
H 0.465285 1.196010 -2.653245 -0.58 0.29 -1.05
H 1.383585 1.521538 0.687448 3.72 -0.45 1.53
H 1.094934 -1.470990 0.914158 0.01 1.37 -0.26
```
Positions in Å, forces in eV/Å.



7.
Computed, not measured: 2 unconnected molecules or ions with the total composition C2H6NOPS2, with wB97M-V/def2-TZVPD.

F_max ... 0.0388 hartree/bohr
LUMO (alpha / beta) ... -1.193 / -1.247 eV
Relative energy (zero: lowest compared OMol25 entry of this formula, charge and spin) ... 204.70 kJ/mol
Orbital gap (alpha / beta) ... 5.87 / 5.76 eV
Energy ... -1347.49808 Ha

The geometry in XYZ format:
```
13
Properties=species:S:1:pos:R:3:forces:R:3
C 0.750047 -0.834564 0.059253 0.31 0.10 0.24
C 1.819969 0.180108 0.433909 0.47 -0.94 0.15
N 0.071676 -0.144896 -1.029830 0.02 0.80 -0.41
O 1.191504 1.453400 0.351262 -0.78 0.86 -0.23
P -0.066288 1.495823 -0.661817 -0.63 -1.87 0.29
S -3.436493 -1.068205 -0.139435 0.73 -0.02 -0.33
S -2.522614 0.554356 0.613928 0.21 0.97 0.25
H 1.162491 -1.785734 -0.274451 0.06 0.07 0.00
H 0.081991 -1.012203 0.910810 -0.11 -0.02 -0.10
H 2.209598 0.065052 1.444248 -0.05 -0.05 -0.06
H 2.643107 0.151635 -0.290034 -0.09 0.09 0.14
H -0.748990 -0.618499 -1.392705 -0.22 0.00 -0.04
H -3.155999 1.563726 -0.025137 0.08 0.01 0.11
```
Positions in Å, forces in eV/Å.



8.
Computed, not measured: a gas-phase ion, C2H6NOS (charge +1), with wB97M-V/def2-TZVPD.

F_max ... 0.1353 hartree/bohr
LUMO (alpha / beta) ... -5.341 / -5.059 eV
Relative energy (zero: lowest compared OMol25 entry of this formula, charge and spin) ... 275.02 kJ/mol
Net charge ... +1
Orbital gap (alpha / beta) ... 7.92 / 8.82 eV
Energy ... -607.57433 Ha

The geometry in XYZ format:
```
11
Properties=species:S:1:pos:R:3:forces:R:3
C 0.712616 -0.194659 0.674660 3.52 0.55 -2.41
C -0.555069 0.548833 0.556155 1.64 1.58 1.25
N -1.240655 -0.060125 -0.624041 0.12 -1.80 -1.30
O 3.313583 -0.655440 -0.254862 3.55 -2.86 0.79
S 2.293264 0.231842 -0.596842 -6.42 1.81 1.97
H 0.800456 -1.079898 1.310982 0.26 0.29 -0.19
H -0.304036 1.686489 0.399130 -1.11 -2.16 0.13
H -1.049370 0.333488 1.553907 -0.38 0.66 -1.61
H -2.017701 0.423292 -1.067790 -1.24 -0.25 0.93
H -1.287708 -1.119075 -0.482285 -1.10 1.61 0.15
H -0.665384 -0.114749 -1.469011 1.17 0.55 0.31
```
Positions in Å, forces in eV/Å.



Which value of F_max does entry 6 give?
0.0886 hartree/bohr



Look up the F_max of the first one.
0.0332 hartree/bohr



Repeat the fifth record exactly.
Computed, not measured: 2 unconnected molecules or ions with the total composition C2H6NO3S, with wB97M-V/def2-TZVPD.

F_max ... 0.0827 hartree/bohr
LUMO (alpha / beta) ... 3.660 / 3.650 eV
Relative energy (zero: lowest compared OMol25 entry of this formula, charge and spin) ... 421.61 kJ/mol
Net charge ... -1
Orbital gap (alpha / beta) ... 5.28 / 7.80 eV
Energy ... -758.38384 Ha

The geometry in XYZ format:
```
13
Properties=species:S:1:pos:R:3:forces:R:3
C -0.714387 0.108703 0.899618 -1.57 2.60 -2.97
C 1.702337 -0.430338 0.829243 -0.03 -0.70 -0.06
N 0.273211 -0.824258 1.019067 3.27 -1.88 0.50
O -2.302393 1.864588 -2.092293 -1.49 2.86 0.76
O -0.719407 0.683423 -3.564366 0.14 0.04 0.17
O 0.055940 -2.072987 0.773442 -0.40 0.40 0.19
S -1.606947 0.636520 -2.363390 1.20 -2.94 -1.11
H -0.932266 0.170598 -0.373543 0.32 0.37 2.58
H -1.689762 -0.233822 1.324231 0.95 0.55 -0.03
H -0.291016 1.149902 1.191412 -1.19 -1.76 -0.20
H 2.267122 -1.398175 0.931663 -0.51 1.14 -0.34
H 1.878901 0.069062 -0.150383 -0.29 -0.60 0.30
H 2.078666 0.276784 1.575299 -0.41 -0.08 0.21
```
Positions in Å, forces in eV/Å.



The lowest energy belongs to which entry?
C2H6NOPS2